(1)
Computed, not measured: a cluster of 40 separate species, H80O40 in total at a distorted geometry, with ωB97M-V/def2-TZVPD.

Structure (XYZ):
```
120
H80O40 | the Open Molecules 2025 dataset | ωB97M-V/def2-TZVPD
H -1.746 -5.425 -1.996
H -3.205 -5.627 -1.727
O -2.521 -4.926 -1.683
H 1.289 2.404 2.368
H 2.015 2.858 1.196
O 1.623 3.188 2.013
H -4.546 1.995 -2.058
H -4.228 3.002 -1.090
O -4.531 2.152 -1.193
H -2.927 -2.690 -2.432
H -2.579 -2.299 -0.997
O -2.225 -2.380 -1.836
H -5.216 1.427 0.892
H -4.764 2.613 1.944
O -4.466 1.758 1.461
H -0.831 -1.218 1.072
O -1.414 -1.192 1.870
H -1.939 4.979 -2.343
O -1.156 5.405 -1.817
H -2.503 0.650 0.526
H -2.020 0.190 -0.950
O -2.070 -0.096 -0.020
H 0.113 1.004 3.424
H -0.264 -0.316 2.556
O 0.396 0.333 2.787
H 3.115 -0.949 -1.736
H 3.815 0.180 -1.345
O 3.840 -0.417 -2.105
H -2.718 2.840 0.047
H -1.459 2.828 0.778
O -2.101 3.312 0.435
H 2.351 -2.896 -0.746
O 2.124 -2.919 0.175
H -5.421 -3.385 0.036
H -6.266 -2.247 0.706
O -6.150 -3.019 0.355
H 5.226 2.194 -1.948
H 3.855 2.748 -1.662
O 4.599 2.213 -1.291
H 3.760 -0.033 4.428
H 4.710 0.083 3.325
O 4.366 -0.669 3.869
H -0.920 -2.686 -0.573
H -0.336 -4.125 -0.202
O -0.621 -3.352 0.269
H 3.380 2.645 -3.409
H 3.601 1.214 -3.834
O 3.085 2.059 -4.038
H 2.005 -0.950 -5.444
H 2.434 -1.199 -4.157
O 1.846 -1.661 -4.772
H 2.406 1.814 3.946
O 2.160 2.361 4.708
H 0.570 2.192 -1.249
H 1.500 1.121 -1.011
O 1.021 1.682 -0.465
H -1.815 -4.895 3.775
O -1.759 -4.101 4.448
H 1.098 -4.405 3.234
H 2.257 -4.987 3.300
O 1.953 -4.271 3.641
H 5.923 2.233 1.418
H 4.585 2.404 0.946
O 5.088 2.093 1.573
H -1.216 4.401 3.221
H -0.251 5.299 4.065
O -1.099 4.691 4.187
H 0.805 -1.721 -3.062
H -0.168 -1.348 -2.178
O 0.742 -1.551 -2.149
H -3.213 0.347 4.142
H -1.965 1.332 4.463
O -2.694 1.174 3.884
H -3.234 0.903 -5.483
H -3.643 0.795 -4.012
O -3.685 1.436 -4.746
H 0.593 -0.855 6.735
H 0.676 -2.199 6.059
O 0.013 -1.524 6.342
H -6.064 -1.111 2.922
H -6.036 -0.087 1.846
O -6.494 -0.852 1.994
H 2.568 4.051 -2.830
H 1.781 5.119 -2.819
O 2.199 4.639 -2.101
H -0.046 -4.537 -3.855
H -1.352 -4.844 -4.632
O -0.544 -5.114 -4.433
H -3.269 -1.371 0.833
O -3.494 -2.402 0.554
H 0.685 2.488 -3.639
H 1.213 2.301 -5.116
O 0.415 2.484 -4.579
H 2.489 3.265 4.312
H -1.328 -2.016 2.457
H -0.798 -3.754 4.711
H -1.617 6.093 -1.261
H 2.318 -2.217 0.689
H -2.732 -2.971 0.542
O 3.093 -0.253 1.634
H 3.820 0.383 1.868
H 2.429 -0.460 2.403
O -1.845 -0.137 -3.492
H -2.191 -0.134 -2.602
H -1.014 0.322 -3.395
O 4.365 -4.428 -0.558
H 4.454 -4.843 0.314
H 3.498 -4.057 -0.318
O -0.428 0.326 -6.191
H 0.067 -0.022 -5.356
H -0.196 1.251 -6.155
O -0.746 3.008 -2.582
H -0.100 3.703 -2.548
H -1.389 2.960 -3.175
O -0.322 2.155 4.746
H -0.725 2.987 4.735
H 0.323 2.077 5.420
O 6.265 -2.522 0.023
H 5.656 -3.100 -0.214
H 6.039 -2.399 0.989
```

Calculated values
- charge = 0
- relative energy (zero: lowest compared OMol25 entry of this formula, charge and spin) (kcal per mole) = 381.0
- LUMO level (Eh) = -0.028

=====

(2)
Computed, not measured: a structure of composition C27H44BCdN9S2Si, with ωB97M-V/def2-TZVPD.

Structure (XYZ):
```
85
C27H44BCdN9S2Si | the Open Molecules 2025 dataset | ωB97M-V/def2-TZVPD
Cd -0.147 -0.730 0.308
C -0.134 -2.573 -3.735
C -0.877 -1.907 -2.764
N -0.259 -1.955 -1.587
N 0.905 -2.644 -1.771
C 0.984 -3.024 -3.064
B 1.768 -3.196 -0.554
N 0.766 -3.763 0.511
C 0.617 -4.986 1.072
C -0.429 -4.950 1.961
C -0.887 -3.631 1.903
N -0.171 -2.924 1.042
N 2.601 -2.062 0.178
C 3.923 -2.051 0.441
C 4.188 -1.054 1.358
C 2.947 -0.479 1.620
N 1.995 -1.096 0.928
N 2.772 -4.185 -1.148
C 3.007 -5.525 -1.060
C 4.068 -5.829 -1.867
C 4.442 -4.594 -2.431
N 3.669 -3.610 -2.007
H -0.382 -2.727 -4.775
H -1.850 -1.451 -2.847
H 1.822 -3.595 -3.426
H 1.253 -5.816 0.834
H -0.800 -5.761 2.568
H -1.692 -3.161 2.445
H 4.595 -2.750 -0.030
H 5.145 -0.784 1.778
H 2.696 0.321 2.301
H 2.417 -6.197 -0.468
H 4.509 -6.803 -2.027
H 5.240 -4.382 -3.133
C 1.485 0.887 -2.428
C 1.377 2.103 -1.491
C 1.269 3.395 -2.324
C 2.681 2.153 -0.681
Si -0.176 2.006 -0.372
C -1.842 2.232 -1.289
C -1.804 1.636 -2.701
C -2.983 1.545 -0.516
C -2.132 3.739 -1.425
C -0.048 3.046 1.229
C 0.982 2.416 2.183
C -1.380 3.141 1.992
C 0.396 4.474 0.859
H 2.327 1.045 -3.112
H 0.595 0.725 -3.036
H 1.697 -0.032 -1.877
H 2.171 3.473 -2.942
H 1.221 4.292 -1.699
H 0.413 3.402 -2.999
H 3.522 2.178 -1.386
H 2.812 1.270 -0.057
H 2.762 3.041 -0.054
H -1.541 0.583 -2.691
H -1.105 2.150 -3.362
H -2.804 1.728 -3.147
H -2.819 0.471 -0.410
H -3.921 1.678 -1.071
H -3.126 1.957 0.485
H -1.354 4.259 -1.992
H -2.247 4.245 -0.468
H -3.075 3.861 -1.974
H 0.689 1.406 2.485
H 1.044 3.022 3.096
H 1.982 2.377 1.745
H -1.766 2.157 2.261
H -2.149 3.681 1.441
H -1.198 3.699 2.921
H 1.386 4.512 0.405
H 0.437 5.068 1.780
H -0.308 4.967 0.182
S -1.917 -0.418 2.565
C -3.472 0.009 2.989
N -3.774 0.886 3.941
C -5.166 0.947 4.389
C -5.999 0.448 3.211
S -4.899 -0.667 2.279
H -3.020 1.255 4.504
H -5.429 1.968 4.650
H -5.308 0.317 5.266
H -6.315 1.254 2.555
H -6.869 -0.113 3.537
```

Calculated values
- charge = +1
- relative energy (zero: lowest compared OMol25 entry of this formula, charge and spin) (kcal per mole) = 0.0
- 2S+1 = 2
- LUMO level (alpha / beta) (Eh) = -0.086 / -0.181

=====

(3)
Computed, not measured: the molecule C3H6N2O2, with ωB97M-V/def2-TZVPD.

Structure (XYZ):
```
13
C3H6N2O2 | the Open Molecules 2025 dataset | ωB97M-V/def2-TZVPD
C -1.198 1.124 -0.475
C 0.911 -0.478 0.048
C -0.689 -0.021 0.407
N 1.118 -1.691 -0.446
O 1.426 1.287 1.220
N 1.709 0.513 0.269
O -1.407 -1.029 0.576
H -0.114 0.555 1.336
H 1.978 -2.182 -0.255
H 0.291 -2.245 -0.622
H -1.443 0.722 -1.459
H -2.109 1.516 -0.025
H -0.473 1.931 -0.573
```

Calculated values
- charge = 0
- relative energy (zero: lowest compared OMol25 entry of this formula, charge and spin) (kcal per mole) = 143.1
- LUMO level (alpha / beta) (Eh) = -0.059 / -0.057

=====

(4)
Computed, not measured: the molecule C2H2ClI at a distorted geometry, with ωB97M-V/def2-TZVPD.

Structure (XYZ):
```
6
C2H2ClI | the Open Molecules 2025 dataset | ωB97M-V/def2-TZVPD
Cl 2.230 0.047 -0.056
C 0.559 0.308 0.460
C -0.375 -0.214 -0.333
I -2.448 -0.133 -0.029
H 0.466 0.733 1.485
H -0.432 -0.741 -1.527
```

Calculated values
- charge = 0
- relative energy (zero: lowest compared OMol25 entry of this formula, charge and spin) (kcal per mole) = 13.8
- LUMO level (Eh) = 0.011
- SMILES string = Cl/C=C/I

=====

(5)
Computed, not measured: the ion C3H8NO with charge -1, with ωB97M-V/def2-TZVPD.

Structure (XYZ):
```
13
C3H8NO | the Open Molecules 2025 dataset | ωB97M-V/def2-TZVPD
C -0.135 1.148 -0.873
C 0.160 0.260 0.334
N -0.987 0.187 1.226
C 0.642 -1.148 -0.120
O 0.615 -2.072 0.849
H -1.131 0.917 -1.249
H -0.126 2.219 -0.646
H 0.602 0.929 -1.658
H 0.993 0.706 0.889
H -1.657 -0.459 0.805
H -0.658 -0.338 2.033
H 0.018 -1.411 -1.029
H 1.664 -0.938 -0.562
```

Calculated values
- charge = -1
- relative energy (zero: lowest compared OMol25 entry of this formula, charge and spin) (kcal per mole) = 0.7
- LUMO level (Eh) = 0.166
- SMILES string = C[C@@H](N)C[O-]

=====

(6)
Computed, not measured: a cluster of 4 separate species, C18H32ClNO14 in total at a distorted geometry, with ωB97M-V/def2-TZVPD.

Structure (XYZ):
```
66
C18H32ClNO14 | the Open Molecules 2025 dataset | ωB97M-V/def2-TZVPD
C 1.247 -2.097 1.431
C 1.470 -1.398 0.112
O 2.544 -1.401 -0.341
N 0.432 -0.727 -0.603
C -0.624 -0.141 0.263
C -1.878 -1.030 0.258
C -2.877 -0.566 1.304
C -4.265 -1.160 1.139
O -4.412 -2.459 1.743
C -4.202 -3.474 0.936
O -4.461 -3.532 -0.191
O -3.709 -4.568 1.612
C -2.311 -4.644 1.589
C -1.712 -4.990 0.233
O -0.754 -4.531 -0.181
Cl -2.591 -6.234 -0.676
H 1.582 -1.435 2.225
H 0.218 -2.372 1.631
H 1.873 -2.972 1.490
H -0.014 -1.442 -1.173
H -0.267 0.043 1.271
H -0.867 0.831 -0.152
H -2.289 -0.974 -0.748
H -1.525 -2.044 0.395
H -2.534 -0.672 2.329
H -3.018 0.502 1.140
H -4.934 -0.511 1.691
H -4.591 -1.119 0.107
H -1.828 -3.773 2.017
H -2.044 -5.478 2.231
C 0.676 5.899 -1.968
O 0.672 4.571 -1.442
C 1.870 3.974 -1.428
O 2.903 4.453 -1.813
O 1.701 2.760 -0.911
C 2.885 1.960 -0.821
H -0.348 6.261 -1.923
H 1.308 6.549 -1.367
H 1.007 5.901 -3.005
H 3.625 2.432 -0.176
H 3.303 1.777 -1.809
H 2.591 1.012 -0.389
C 5.148 -2.696 -2.051
O 6.513 -2.358 -1.782
C 6.898 -2.578 -0.527
O 6.216 -3.025 0.359
O 8.181 -2.219 -0.419
C 8.733 -2.402 0.884
H 4.963 -2.475 -3.099
H 4.975 -3.758 -1.882
H 4.473 -2.099 -1.442
H 8.704 -3.453 1.170
H 8.203 -1.796 1.616
H 9.769 -2.076 0.837
C -6.680 3.929 1.270
O -5.258 3.802 1.236
C -4.720 3.981 0.027
O -5.323 4.227 -0.984
O -3.398 3.836 0.137
C -2.682 3.999 -1.091
H -6.988 3.762 2.299
H -6.984 4.928 0.965
H -7.148 3.180 0.633
H -2.829 5.000 -1.493
H -2.993 3.250 -1.818
H -1.628 3.858 -0.872
```

Calculated values
- charge = 0
- relative energy (zero: lowest compared OMol25 entry of this formula, charge and spin) (kcal per mole) = 0.0
- LUMO level (Eh) = 0.015
- SMILES string = CC(=O)NCCCCOC(=O)OCC(=O)Cl.COC(=O)OC.COC(=O)OC.COC(=O)OC